Molecular formula: C31H39AsF9MnN5O3S3Si2
Method: DFT, wB97M-V/def2-TZVPD

```
! wB97M-V def2-TZVPD RIJCOSX def2/J DEFGRID3
* xyz -2 2
Mn 0.68014 0.64041 0.33940
N 2.73371 3.17381 3.11320
C 1.78643 2.43443 2.42540
S 1.48130 2.89653 0.76960
N 1.17786 1.49945 3.08309
N 0.22820 0.87745 2.26916
C -0.89181 0.64523 2.84593
C -2.07372 0.15321 2.16567
C -3.17758 -0.20280 2.94790
C -4.35438 -0.66812 2.39598
C -4.43356 -0.77261 1.00305
C -3.38416 -0.38992 0.20363
C -2.16679 0.10381 0.74453
O -1.23465 0.49161 -0.05716
H 3.43642 3.55123 2.49795
H 3.12048 2.65700 3.89027
H -0.97185 0.89086 3.90494
H -3.08128 -0.12204 4.02637
H -5.18530 -0.96160 3.02493
H -5.34096 -1.15216 0.54295
H -3.45263 -0.45057 -0.87576
C -1.20098 5.15428 0.55565
S -1.88375 3.89092 1.63377
O -2.57977 4.63115 2.73363
C -3.20605 3.30253 0.55749
C -3.18919 3.35970 -0.82919
C -4.25652 2.84388 -1.55314
C -5.33771 2.27831 -0.89459
C -5.34497 2.21619 0.49084
C -4.27930 2.71917 1.21729
H -2.00326 5.80970 0.21766
H -0.65524 4.69267 -0.26372
H -0.48416 5.68751 1.17567
H -2.34831 3.79071 -1.35630
H -4.23816 2.88480 -2.63547
H -6.16537 1.86991 -1.46144
H -6.17104 1.74969 1.01222
H -4.27341 2.66492 2.29773
N 0.23839 1.23655 -6.53029
C 1.33879 0.74391 -5.89049
S 2.62543 0.17231 -6.73893
C 1.26452 0.79448 -4.40478
C 0.26246 1.51274 -3.74772
C 0.18300 1.46018 -2.37218
N 1.01336 0.72233 -1.62652
C 1.99379 0.05915 -2.24436
C 2.16343 0.08349 -3.62017
H 0.21834 1.03985 -7.51842
H -0.64879 1.14059 -6.06045
H -0.43843 2.14380 -4.27728
H -0.58254 1.99553 -1.82382
H 2.63693 -0.50965 -1.58912
H 2.96666 -0.47832 -4.07382
F 4.44420 0.49012 2.93258
C 5.14475 -0.09390 1.95607
F 5.07180 -1.42230 2.16134
F 6.44549 0.25583 2.15623
C 4.56106 0.28842 0.53947
O 3.26010 0.26886 0.55479
C 5.18672 -0.74130 -0.49602
F 4.47349 -1.86226 -0.54905
F 5.19077 -0.23020 -1.75414
F 6.46992 -1.09837 -0.23719
C 5.14578 1.70463 0.15546
F 6.46223 1.69779 -0.18909
F 5.04064 2.57263 1.18603
F 4.48287 2.23623 -0.87305
C -1.53208 -3.42430 2.60206
Si 0.28761 -3.12806 2.16435
C 1.07630 -2.35172 3.69751
C 1.03221 -4.87193 2.01511
As 0.96782 -1.88938 0.34882
Si -0.21431 -2.92319 -1.36826
C -0.95965 -1.69887 -2.61265
C -1.65465 -4.07651 -0.92273
C 0.97999 -4.00751 -2.37123
H -1.58447 -3.99285 3.53769
H -2.05248 -3.99167 1.83151
H -2.07118 -2.48584 2.73834
H 1.20234 -3.10036 4.48664
H 0.47083 -1.53310 4.09201
H 2.05413 -1.93099 3.45456
H 0.86668 -5.45760 2.92659
H 2.10604 -4.79078 1.83750
H 0.60384 -5.42209 1.17330
H -1.32859 -0.81830 -2.08928
H -1.78728 -2.16451 -3.15937
H -0.21456 -1.36925 -3.34427
H -2.46813 -3.51102 -0.46339
H -1.35833 -4.86397 -0.22763
H -2.03358 -4.55159 -1.83415
H 1.80479 -3.39769 -2.74827
H 0.49281 -4.49843 -3.22140
H 1.41997 -4.77289 -1.72756
*
```

Output
- lowest unoccupied orbital energy (spin up / spin down) (eV) = 3.37 / 3.36
- HOMO energy (spin up / spin down) (eV) = -1.328 / -1.261
- total energy (Ha) = -7763.49692
- Kohn-Sham gap (spin up / spin down) (eV) = 4.70 / 4.62
- expectation value of S² = 1.16